(1)
The following is a quantum chemistry calculation of 10 unconnected molecules or ions with the total composition C19H22Cl37NOSi, from the OMol25 dataset.

```
81
Properties=species:S:1:pos:R:3:lowdin_charge:R:1
C -1.771 -0.570 1.945 -0.128
C -0.430 -0.045 1.233 -0.323
C 0.345 -1.212 0.433 -0.760
Cl -0.401 -1.548 -1.235 0.479
Si 2.246 -1.007 0.383 0.622
C 2.871 0.357 -0.793 -0.326
C 2.210 1.803 -0.574 -0.233
C 1.968 2.466 -2.035 -0.172
C 0.781 1.703 -2.810 -0.223
N 0.698 2.023 -4.262 -0.123
C -0.701 1.911 -4.774 -0.070
C 1.652 1.274 -5.071 -0.401
C 2.479 0.000 -4.616 -0.015
O 1.798 1.659 -6.264 0.011
H -1.585 -0.731 3.054 0.073
H -2.201 -1.506 1.435 0.070
H -2.562 0.257 1.878 0.029
H 0.321 0.430 1.940 0.093
H -0.754 0.728 0.458 0.063
H 0.139 -2.169 1.038 0.001
H 2.802 -0.876 1.747 -0.038
H 2.792 -2.287 -0.134 -0.028
H 2.807 0.044 -1.897 0.050
H 3.996 0.476 -0.586 0.054
H 1.269 1.807 0.064 0.068
H 2.954 2.515 -0.059 0.115
H 2.925 2.351 -2.636 0.110
H 1.644 3.562 -1.932 0.097
H -0.192 2.098 -2.340 0.093
H 0.812 0.593 -2.567 0.062
H -0.762 1.184 -5.658 0.105
H -1.450 1.530 -3.998 0.076
H -1.056 2.964 -5.062 0.100
H 2.576 -0.707 -5.517 0.099
H 2.006 -0.613 -3.787 0.060
H 3.563 0.259 -4.334 0.098
Cl -3.153 2.527 0.483 0.497
C -2.025 3.822 0.940 -1.981
Cl -1.130 3.342 2.398 0.546
Cl -0.882 4.108 -0.389 0.560
Cl -2.933 5.310 1.269 0.515
Cl -5.925 1.352 -0.695 0.466
C -5.366 0.589 -2.200 -1.991
Cl -5.315 1.810 -3.489 0.529
Cl -3.743 -0.098 -1.967 0.500
Cl -6.486 -0.709 -2.657 0.496
Cl 7.522 0.077 1.252 0.474
C 8.206 0.661 -0.281 -2.024
Cl 6.909 1.305 -1.308 0.513
Cl 9.388 1.944 0.050 0.520
Cl 9.011 -0.682 -1.119 0.519
Cl -8.568 5.701 0.708 0.525
C -6.887 5.500 1.244 -2.011
Cl -6.216 4.013 0.540 0.451
Cl -5.928 6.897 0.711 0.505
Cl -6.840 5.390 3.016 0.522
Cl 8.279 1.478 5.215 0.524
C 6.722 0.688 5.537 -2.016
Cl 5.567 1.886 6.154 0.524
Cl 6.102 -0.013 4.026 0.472
Cl 6.953 -0.592 6.746 0.502
Cl 0.284 -5.001 5.451 0.514
C 0.881 -4.442 3.875 -1.987
Cl -0.489 -3.865 2.903 0.515
Cl 2.046 -3.120 4.116 0.487
Cl 1.679 -5.785 3.033 0.531
Cl -4.549 -5.384 -0.443 0.519
C -2.861 -5.621 0.056 -2.014
Cl -2.224 -7.101 -0.692 0.522
Cl -1.890 -4.228 -0.461 0.484
Cl -2.779 -5.769 1.824 0.490
Cl -11.142 -1.561 -5.575 0.520
C -9.428 -1.452 -5.124 -2.026
Cl -8.992 0.250 -4.870 0.501
Cl -9.152 -2.369 -3.626 0.494
Cl -8.430 -2.131 -6.426 0.519
Cl 4.246 -2.557 6.274 0.456
C 3.999 -3.889 7.421 -2.005
Cl 2.692 -3.467 8.547 0.524
Cl 3.564 -5.364 6.534 0.508
Cl 5.498 -4.169 8.332 0.523
```

Values from the calculation:
Structure (SMILES): CC[C@@H](Cl)[SiH2]CCCCN(C)C(C)=O.ClC(Cl)(Cl)Cl.ClC(Cl)(Cl)Cl.ClC(Cl)(Cl)Cl.ClC(Cl)(Cl)Cl.ClC(Cl)(Cl)Cl.ClC(Cl)(Cl)Cl.ClC(Cl)(Cl)Cl.ClC(Cl)(Cl)Cl.ClC(Cl)(Cl)Cl
Lowest unoccupied orbital energy in eV: -0.080
Energy in Ha: -18183.56698
Highest occupied orbital energy in eV: -9.194
Kohn-Sham gap in eV: 9.115

---

(2)
The following is a quantum chemistry calculation of a molecular structure, C6H15N3Si, from the OMol25 dataset.

```
25
Properties=species:S:1:pos:R:3:lowdin_charge:R:1
C -2.613 1.090 0.911 0.009
C -2.525 -0.492 -0.851 -0.043
C -0.697 -0.881 0.718 -0.059
C 0.429 0.344 -1.810 -0.157
C 2.170 -1.591 0.206 -0.161
C 1.498 1.487 1.105 -0.119
N -1.682 0.423 1.583 0.171
N -2.929 0.665 -0.367 0.144
N -1.597 -1.145 -0.257 0.048
Si 1.266 -0.031 -0.155 0.844
H -3.114 1.929 1.312 0.162
H -3.091 -0.798 -1.745 0.204
H -0.414 -1.605 1.499 0.131
H -0.188 1.167 -1.780 0.013
H 1.263 0.710 -2.324 0.030
H -0.019 -0.434 -2.346 0.029
H 1.702 -2.486 0.153 0.004
H 2.980 -1.770 -0.447 0.042
H 2.677 -1.577 1.182 0.076
H 0.767 1.492 1.836 -0.022
H 2.421 1.224 1.735 0.081
H 1.711 2.443 0.867 -0.010
H -1.868 0.461 2.632 0.190
H -3.412 1.293 -0.991 0.189
H -1.447 -2.137 -0.406 0.204
```

Values from the calculation:
Relative energy (zero: lowest compared OMol25 entry of this formula, charge and spin) in eV: 2.046
Charge: +2
Lowest unoccupied orbital energy in eV: -9.163
Energy in Ha: -690.64647
Highest occupied orbital energy in eV: -17.450
Kohn-Sham gap in eV: 8.286

---

(3)
The following is a quantum chemistry calculation of a molecular structure, C18H21CsN2OS2, from the OMol25 dataset.

```
45
Properties=species:S:1:pos:R:3:lowdin_charge:R:1
Cs 0.384 -2.683 -0.069 0.762
C 2.482 -0.264 1.663 -0.131
N 1.252 0.387 1.241 -0.201
C 1.427 1.097 -0.010 -0.207
C 0.084 1.522 -0.617 -0.194
N -0.324 0.635 -1.691 -0.171
C 0.468 0.827 -2.896 -0.104
C -1.724 0.611 -1.985 -0.271
C -2.539 1.679 -1.616 -0.057
C -3.904 1.689 -1.874 -0.138
C -4.465 0.609 -2.538 -0.144
C -3.664 -0.451 -2.924 -0.165
C -2.283 -0.508 -2.664 -0.702
S -1.381 -1.913 -3.163 0.356
C 0.622 1.093 2.311 -0.283
C 0.621 2.485 2.335 -0.062
C 0.011 3.205 3.355 -0.139
C -0.598 2.506 4.388 -0.145
C -0.602 1.123 4.377 -0.163
C -0.018 0.359 3.347 -0.703
S -0.130 -1.373 3.392 0.376
H 3.283 0.456 1.908 0.086
H 2.848 -0.905 0.856 0.065
H 2.277 -0.882 2.536 0.031
H 1.908 0.397 -0.696 0.099
H 2.121 1.954 0.081 0.110
H 0.135 2.575 -0.951 0.115
H -0.668 1.472 0.169 0.120
H 0.342 1.850 -3.294 0.086
H 0.163 0.096 -3.643 0.024
H 1.529 0.672 -2.688 0.075
H -2.102 2.527 -1.104 0.092
H -4.511 2.528 -1.553 0.078
H -5.529 0.585 -2.750 0.081
H -4.098 -1.304 -3.432 0.074
H 1.095 3.030 1.527 0.092
H 0.013 4.289 3.333 0.076
H -1.087 3.038 5.198 0.080
H -1.093 0.575 5.171 0.074
C 3.039 -6.370 -0.891 -0.201
C 2.294 -5.132 -0.345 -0.487
O 2.677 -4.052 -0.813 -0.385
H 3.677 -6.751 -0.084 0.034
H 3.658 -6.134 -1.772 0.039
H 2.313 -7.151 -1.124 0.029
```

Values from the calculation:
Relative energy (zero: lowest compared OMol25 entry of this formula, charge and spin) in eV: 0.000
Charge: -2
Lowest unoccupied orbital energy in eV: 4.243
Energy in Ha: -1699.76159
Highest occupied orbital energy in eV: -0.512
Kohn-Sham gap in eV: 4.755

---

> Which of these has the lowest lowest unoccupied orbital energy?

C6H15N3Si

---

> Which of these has the lowest energy?

C19H22Cl37NOSi

---

> Among the records above, which one has the lowest highest occupied orbital energy?

C6H15N3Si